ORCA calculation (ωB97M-V/def2-TZVPD) on C47H42MnN7O3S as an isolated structure at a distorted geometry.

For the total energy, the calculation gives -108152.734 eV. Its max |F| is 0.0421 Eh/bohr. The spin multiplicity is 2. The frontier orbital gap (alpha / beta) comes out at 6.169 / 5.657 eV. As for the HOMO energy (alpha / beta): -3.9 / -3.4 eV. As for the total charge: -1.

XYZ file:
```
101
Properties=species:S:1:pos:R:3:forces:R:3:lowdin_spin:R:1
Mn -0.5064 -0.1027 0.4418 1.51 -1.00 0.46 0.97
C -3.0462 1.2516 3.4053 0.00 0.00 -0.07 0.00
C -2.3298 0.9046 2.1309 1.26 0.42 1.03 0.02
N -1.0122 0.8738 2.0562 -2.13 0.21 0.31 -0.02
N -0.3293 1.2778 3.1578 -0.26 0.13 0.21 0.00
C 0.9531 0.9977 3.0896 0.24 -0.31 -0.74 0.00
N 1.7352 1.4012 4.1460 -0.17 0.09 -0.03 0.00
S 1.6713 0.1676 1.7715 0.37 0.33 0.39 0.00
C -3.0711 0.5901 0.9336 -0.92 -0.20 -1.11 0.00
C -4.4341 0.9025 0.7882 0.43 0.10 0.41 0.00
C -5.0771 0.6176 -0.3947 -0.11 -0.13 -0.42 0.00
C -4.3665 0.0183 -1.4324 -0.22 0.19 0.30 0.00
C -3.0305 -0.2644 -1.2267 0.36 -0.14 -0.05 0.00
N -2.4059 -0.0101 -0.0808 -0.82 0.73 0.90 0.00
H -2.3999 1.0107 4.2449 0.01 0.02 0.03 0.00
H -3.9765 0.6868 3.4935 0.00 0.05 -0.02 0.00
H -3.2794 2.3208 3.4710 0.01 -0.06 -0.03 0.00
H 1.3762 2.1918 4.6609 -0.05 -0.05 0.02 0.00
H 2.7147 1.4416 3.9217 0.04 -0.02 0.02 0.00
H -4.9522 1.4017 1.5968 -0.03 -0.05 -0.04 0.00
H -6.1236 0.8697 -0.5254 0.03 0.00 0.04 0.00
H -4.8326 -0.2152 -2.3798 0.01 0.00 0.01 0.00
H -2.4178 -0.7355 -1.9840 0.11 0.01 0.06 0.00
O -0.6325 1.5976 -0.5405 0.02 1.11 -0.70 0.00
C 0.0956 2.6099 -1.0948 -0.05 -0.47 0.10 0.00
C 1.6185 2.4058 -0.8602 -0.19 -0.12 -0.17 0.00
C 2.1345 1.1249 -1.4513 0.08 0.30 -0.13 0.00
C 3.1429 1.1470 -2.4154 0.05 0.11 0.02 0.00
C 3.6449 -0.0421 -2.9090 -0.04 0.04 0.05 0.00
C 3.1495 -1.2198 -2.3843 0.07 -0.14 0.02 0.00
C 2.1643 -1.1603 -1.4042 -0.03 -0.39 -0.06 0.00
C 1.6377 -2.4254 -0.7813 -0.19 0.11 -0.13 0.00
C 0.1650 -2.6460 -1.2354 0.15 0.35 -0.14 0.00
O -0.5856 -1.5555 -0.9150 -0.38 -0.41 -0.68 0.01
C -0.4541 -3.9054 -0.6063 0.07 -0.07 -0.08 0.00
C -1.7349 -4.2722 -1.0271 -0.09 -0.04 0.03 0.00
C -2.3885 -5.3623 -0.4776 0.03 0.02 0.03 0.00
C -1.7732 -6.1161 0.5215 0.06 0.07 -0.02 0.00
C -0.5027 -5.7615 0.9495 -0.06 0.03 -0.02 0.00
C 0.1525 -4.6673 0.3832 -0.02 -0.08 0.05 0.00
C 0.2011 -2.8135 -2.7733 -0.02 -0.07 -0.01 0.00
C -0.0226 -1.6945 -3.5725 -0.07 -0.02 -0.05 0.00
C 0.0643 -1.7813 -4.9574 0.01 -0.06 0.07 0.00
C 0.3778 -2.9928 -5.5638 0.00 0.03 0.05 0.00
C 0.5932 -4.1160 -4.7746 -0.01 0.01 0.03 0.00
C 0.5032 -4.0259 -3.3894 0.07 0.07 -0.06 0.00
N 1.6242 -0.0153 -0.9898 0.74 -0.08 -0.37 0.02
C -0.2422 2.7015 -2.6029 0.03 0.13 0.05 0.00
C 0.6541 3.0962 -3.5913 -0.07 0.01 -0.07 0.00
C 0.2678 3.1603 -4.9288 -0.01 -0.01 0.05 0.00
C -1.0291 2.8385 -5.2985 0.00 -0.02 0.05 0.00
C -1.9386 2.4560 -4.3155 0.06 0.02 0.02 0.00
C -1.5462 2.3919 -2.9867 -0.02 -0.03 -0.15 0.00
C -0.2726 3.9746 -0.4600 0.06 0.03 -0.13 0.00
C -1.1568 4.0192 0.6091 -0.01 0.16 0.08 0.00
C -1.4776 5.2302 1.2192 0.02 -0.07 -0.07 0.00
C -0.9229 6.4176 0.7611 -0.01 -0.06 0.02 0.00
C -0.0499 6.3842 -0.3207 0.01 -0.04 -0.04 0.00
C 0.2683 5.1746 -0.9246 -0.04 0.05 0.10 0.00
H 1.7290 2.3532 0.2236 0.08 0.02 0.03 0.00
H 2.2116 3.2443 -1.2340 -0.03 0.01 0.05 0.00
H 3.5334 2.0992 -2.7548 -0.02 -0.03 -0.01 0.00
H 4.4181 -0.0492 -3.6691 -0.03 0.00 0.01 0.00
H 3.5109 -2.1848 -2.7208 0.00 0.03 0.02 0.00
H 1.6316 -2.3085 0.3057 0.05 0.01 0.00 0.00
H 2.2774 -3.2662 -1.0619 -0.01 -0.02 0.06 0.00
H -2.2218 -3.6758 -1.7926 0.05 -0.01 0.03 0.00
H -3.3833 -5.6248 -0.8227 0.03 0.00 0.01 0.00
H -2.2815 -6.9669 0.9609 0.01 0.01 -0.01 0.00
H -0.0164 -6.3300 1.7354 -0.01 0.02 -0.03 0.00
H 1.1427 -4.4106 0.7428 -0.05 0.00 -0.05 0.00
H -0.2674 -0.7556 -3.0858 0.04 -0.04 0.03 0.00
H -0.1123 -0.8960 -5.5586 0.02 -0.02 0.01 0.00
H 0.4514 -3.0630 -6.6431 -0.01 0.00 0.02 0.00
H 0.8259 -5.0676 -5.2403 0.00 0.02 0.02 0.00
H 0.6667 -4.9114 -2.7826 0.00 0.03 -0.01 0.00
H 1.6745 3.3522 -3.3335 -0.04 -0.01 0.00 0.00
H 0.9887 3.4594 -5.6820 -0.01 -0.01 0.02 0.00
H -1.3285 2.8838 -6.3396 0.00 -0.01 0.03 0.00
H -2.9590 2.2047 -4.5875 0.04 0.01 0.01 0.00
H -2.2420 2.0852 -2.2176 0.03 -0.01 0.03 0.00
H -1.5818 3.0877 0.9547 0.04 -0.03 -0.04 0.00
H -2.1661 5.2380 2.0588 0.04 0.02 -0.04 0.00
H -1.1659 7.3602 1.2392 -0.01 -0.03 -0.02 0.00
H 0.3808 7.3049 -0.7002 -0.01 -0.03 0.02 0.00
H 0.9419 5.1697 -1.7754 -0.03 -0.01 0.02 0.00
N -3.6382 -4.9546 4.6634 -0.13 -0.11 -0.22 0.00
C -2.3083 -4.6391 4.6581 -0.12 0.19 -0.27 0.00
O -1.5577 -5.0971 5.4878 0.40 -0.11 0.30 0.00
C -1.8489 -3.6610 3.6109 0.01 -0.18 0.21 0.00
C -0.5794 -3.1382 3.6951 0.47 0.14 0.15 0.00
C -0.1452 -2.2068 2.7601 0.19 -0.07 0.40 0.00
N -0.8861 -1.7655 1.7438 -0.13 -0.69 0.41 0.00
C -2.0791 -2.3510 1.6214 -0.26 -0.30 -0.11 0.00
C -2.5967 -3.2679 2.5243 -0.38 0.13 -0.51 0.00
H -3.8708 -5.7603 5.2199 -0.03 0.01 0.05 0.00
H -4.1752 -4.8254 3.8243 -0.05 0.06 0.03 0.00
H 0.0739 -3.4529 4.4981 0.02 0.06 -0.02 0.00
H 0.8484 -1.7872 2.8325 -0.01 0.05 0.04 0.00
H -2.6364 -2.1102 0.7324 -0.05 0.07 -0.03 0.00
H -3.5772 -3.6759 2.3127 0.00 0.05 -0.03 0.00
```
Positions in Å, forces in eV/Å.